P.
ORCA calculation (the ωB97M-V functional and the def2-TZVPD basis) on one molecule with the formula C23H29NO6.

Calculated values
Kohn-Sham gap ... 8.5 eV
LUMO energy ... 0.50 eV
HOMO ... -8.0 eV

Geometry (Å):
C -1.777 -5.029 -0.053
C -1.861 -3.532 -0.021
C -0.935 -2.702 -0.579
C -1.102 -1.271 -0.468
C -2.272 -0.805 0.158
C -2.584 0.549 0.292
C -1.692 1.482 -0.218
C -0.498 1.056 -0.811
C -0.194 -0.282 -0.935
O 0.973 -0.715 -1.494
C 1.857 0.223 -2.071
C 2.554 1.191 -1.103
O 2.598 2.378 -1.372
N 3.099 0.678 0.015
C 3.286 -0.720 0.324
H 2.745 -1.342 -0.385
C 4.778 -1.064 0.301
H 4.921 -2.113 0.562
C 5.546 -0.175 1.287
O 6.921 -0.474 1.309
H 7.298 -0.271 0.445
C 5.275 1.295 0.948
C 3.772 1.566 0.944
H 3.566 2.591 0.631
H 3.359 1.402 1.945
H 5.684 1.520 -0.041
H 5.767 1.941 1.676
H 5.204 -0.385 2.307
H 5.173 -0.905 -0.707
H 2.883 -0.909 1.326
H 1.345 0.838 -2.820
H 2.616 -0.381 -2.579
H 0.168 1.828 -1.156
O -1.880 2.814 -0.163
C -3.172 3.293 0.235
C -2.948 4.739 0.678
H -3.895 5.204 0.932
H -2.478 5.299 -0.126
H -2.292 4.768 1.544
C -4.108 3.252 -0.977
H -5.110 3.555 -0.688
H -4.146 2.251 -1.399
H -3.741 3.929 -1.745
C -3.709 2.450 1.398
C -3.836 0.984 0.999
H -3.988 0.360 1.881
H -4.703 0.831 0.352
H -4.671 2.846 1.720
H -3.007 2.537 2.230
O -3.186 -1.652 0.680
C -3.033 -3.007 0.657
O -3.892 -3.671 1.191
C 0.237 -3.277 -1.309
H 1.148 -3.124 -0.733
H 0.363 -2.783 -2.269
H 0.108 -4.341 -1.475
H -1.850 -5.408 -1.072
H -0.844 -5.381 0.385
H -2.608 -5.430 0.522

Mulliken population analysis, charges in e, atoms 1 to 8:
1. C -2.01
2. C 0.93
3. C 0.90
4. C -0.26
5. C -0.36
6. C 0.36
7. C 0.61
8. C -1.31

Q.
ORCA calculation (the ωB97M-V functional and the def2-TZVPD basis) on one molecule with the formula C23H29NO6.

Calculated values
Kohn-Sham gap ... 8.5 eV
LUMO energy ... 0.51 eV
HOMO ... -8.0 eV

Geometry (Å):
C 8.432 2.034 1.132
C 7.675 1.296 0.036
C 6.219 1.059 0.421
O 5.583 0.362 -0.629
C 4.235 0.072 -0.363
C 3.709 -0.793 -1.508
H 3.943 -0.319 -2.462
H 4.175 -1.782 -1.458
O 2.297 -0.923 -1.471
C 1.794 -1.785 -0.544
O 2.489 -2.406 0.223
C 0.350 -1.840 -0.623
C -0.561 -2.564 0.133
C -1.844 -2.223 -0.368
C -1.667 -1.307 -1.402
N -0.354 -1.088 -1.546
H 0.092 -0.473 -2.207
C -2.762 -0.694 -2.187
H -2.981 -1.314 -3.063
H -2.491 0.302 -2.540
C -4.015 -0.620 -1.291
C -3.839 0.479 -0.268
C -3.475 0.228 1.044
C -3.288 1.263 1.953
C -3.491 2.573 1.531
C -3.862 2.839 0.228
C -4.030 1.804 -0.683
O -4.375 1.984 -2.001
C -4.695 3.282 -2.436
H -5.525 3.707 -1.864
H -4.993 3.176 -3.479
H -3.831 3.953 -2.377
H -4.013 3.865 -0.067
H -3.355 3.375 2.239
O -2.913 1.092 3.252
C -2.643 -0.215 3.703
H -1.829 -0.676 3.134
H -2.341 -0.109 4.744
H -3.530 -0.854 3.648
H -3.343 -0.791 1.362
C -4.306 -1.998 -0.690
C -3.161 -2.634 0.088
O -3.365 -3.421 0.990
H -4.539 -2.690 -1.505
H -5.183 -1.955 -0.041
H -4.861 -0.334 -1.924
C -0.269 -3.514 1.232
H -1.003 -3.404 2.027
H -0.346 -4.536 0.862
H 0.737 -3.357 1.610
H 3.643 1.001 -0.299
H 4.132 -0.468 0.589
H 5.709 2.019 0.598
H 6.161 0.470 1.350
H 7.699 1.870 -0.891
H 8.140 0.330 -0.159
H 8.422 1.460 2.056
H 7.978 3.003 1.326
H 9.466 2.191 0.836

Mulliken population analysis, charges in e, atoms 1 to 8:
1. C -1.25
2. C -0.22
3. C -0.59
4. O -0.27
5. C -0.40
6. C -0.44
7. H 0.31
8. H 0.30

Energies in kJ/mol, measured from the most stable structure: P 0.0; Q 106.6.

P.
ORCA calculation (the ωB97M-V functional and the def2-TZVPD basis) on one molecule with the formula C9H14OS.

Calculated values
Kohn-Sham gap ... 9.0 eV
LUMO energy ... 0.76 eV
HOMO ... -8.2 eV

Geometry (Å):
O -1.553 0.323 0.837
S -1.246 2.892 -0.165
C 0.394 3.365 -0.342
C -0.692 1.307 0.406
C 1.325 2.375 -0.096
C 0.634 1.234 0.453
C -2.814 0.189 0.129
C 0.801 -1.080 1.740
C 2.673 0.504 1.753
C 1.876 -0.659 -0.515
C 1.542 0.041 0.810
H 0.661 4.336 -0.699
H 2.380 2.539 -0.107
H -3.357 -0.694 0.440
H -3.384 0.979 0.353
H -2.690 0.029 -0.960
H -0.061 -1.442 1.385
H 1.471 -1.908 1.905
H 0.567 -0.528 2.695
H 2.275 1.203 2.563
H 3.185 -0.320 2.141
H 3.360 1.041 1.102
H 2.251 -1.675 -0.320
H 0.967 -0.641 -1.203
H 2.663 -0.179 -1.075

Mulliken population analysis, charges in e, atoms 1 to 8:
1. O -0.31
2. S -0.20
3. C -0.47
4. C 0.82
5. C -1.16
6. C -0.08
7. C -0.95
8. C -1.77

Q.
ORCA calculation (the ωB97M-V functional and the def2-TZVPD basis) on one molecule with the formula C9H14OS.

Calculated values
Kohn-Sham gap (alpha / beta) ... 7.1 / 7.6 eV
LUMO energy (alpha / beta) ... 0.84 / 0.83 eV
HOMO (alpha / beta) ... -6.3 / -6.8 eV

Geometry (Å):
C -1.491 1.620 0.613
C -1.820 0.405 0.336
C -1.016 -0.853 0.570
C -0.474 -1.143 -0.882
C 0.666 -0.244 -1.328
C 3.159 -0.468 1.286
C 4.167 0.374 0.569
C 1.832 0.070 -0.392
C -3.205 0.132 -0.110
O 1.991 -0.605 0.731
S 3.276 0.915 -0.901
H -2.135 2.430 0.657
H -0.126 -0.648 1.063
H -1.556 -1.831 1.022
H -0.213 -2.170 -0.915
H -1.302 -0.966 -1.587
H 1.069 -0.752 -2.215
H 0.248 0.717 -1.618
H 3.035 -0.835 2.285
H -0.537 1.844 1.042
H 4.383 1.313 1.171
H 5.051 -0.221 0.453
H -3.367 -0.668 -0.878
H -3.588 0.880 -0.730
H -3.861 -0.070 0.710

Mulliken population analysis, charges in e, atoms 1 to 8:
1. C -1.15
2. C 0.72
3. C -0.47
4. C -0.83
5. C -0.77
6. C -0.56
7. C -0.33
8. C 0.32

Energies in kJ/mol, measured from the most stable structure: P 0.0; Q 306.8.

P.
ORCA calculation (the ωB97M-V functional and the def2-TZVPD basis) on one molecule with the formula C3H7NO2S.

Calculated values
Kohn-Sham gap ... 8.4 eV
LUMO energy ... -0.35 eV
HOMO ... -8.7 eV

Geometry (Å):
C 1.148 -0.686 0.190
C -0.473 1.115 -0.321
C -0.307 -0.430 -0.080
N -0.965 -1.057 -1.198
O -0.578 1.278 2.351
O 1.582 0.956 1.128
S 0.261 1.778 1.258
H 1.306 -1.411 0.868
H 1.844 -0.440 -0.625
H 0.047 1.608 -1.152
H -1.554 1.139 -0.438
H -0.878 -0.709 0.766
H -1.132 -2.010 -0.832
H -0.305 -1.131 -1.916

Mulliken population analysis, charges in e, atoms 1 to 8:
1. C -0.43
2. C -0.73
3. C -0.09
4. N -0.64
5. O -0.57
6. O -0.45
7. S 0.52
8. H 0.32

Q.
ORCA calculation (the ωB97M-V functional and the def2-TZVPD basis) on a 2-piece molecular cluster, C3H7NO2S overall.

Calculated values
Kohn-Sham gap ... 9.5 eV
LUMO energy ... 0.75 eV
HOMO ... -8.7 eV

Geometry (Å):
C 1.463 1.887 0.802
C 0.303 2.456 0.636
C 0.630 -1.525 0.108
N -0.703 -0.991 0.057
O 2.528 1.396 0.893
O -2.457 -1.138 -1.754
S -1.383 -0.004 -1.039
H -0.574 2.340 1.274
H -1.256 -1.169 0.977
H 0.471 3.486 0.336
H 1.044 -1.640 1.148
H 1.294 -1.027 -0.472
H 0.739 -2.509 -0.330
H -2.099 -1.562 -2.637

Mulliken population analysis, charges in e, atoms 1 to 8:
1. C 0.89
2. C -1.08
3. C -0.87
4. N -0.23
5. O -0.38
6. O -0.52
7. S 0.09
8. H 0.32

Energies in kJ/mol, measured from the most stable structure: P 9.8; Q 0.0.

P.
ORCA calculation (the ωB97M-V functional and the def2-TZVPD basis) on one molecule with the formula C8H14.

Calculated values
Kohn-Sham gap ... 10.1 eV
LUMO energy ... 1.13 eV
HOMO ... -9.0 eV

Geometry (Å):
C -0.652 1.784 2.309
C 0.751 1.749 1.628
C 0.959 0.726 0.538
C 1.888 1.032 -0.390
C 0.134 -0.536 0.517
C 0.125 -1.307 -0.766
C -1.028 -1.443 -1.447
C -1.255 -2.191 -2.754
H -1.376 1.384 1.603
H -0.794 2.857 2.410
H -0.826 1.290 3.281
H 0.927 2.715 1.140
H 1.483 1.719 2.445
H 2.169 0.381 -1.204
H 2.417 1.968 -0.260
H 0.499 -1.176 1.336
H -0.918 -0.363 0.705
H 1.115 -1.653 -1.069
H -1.919 -1.584 -0.811
H -2.130 -2.838 -2.747
H -0.452 -2.969 -2.850
H -1.118 -1.546 -3.613

Mulliken population analysis, charges in e, atoms 1 to 8:
1. C -1.14
2. C -0.57
3. C 0.61
4. C -1.19
5. C -0.38
6. C -0.35
7. C -0.24
8. C -1.08

Q.
ORCA calculation (the ωB97M-V functional and the def2-TZVPD basis) on one molecule with the formula C8H14.

Calculated values
Kohn-Sham gap ... 9.4 eV
LUMO energy ... 1.11 eV
HOMO ... -8.3 eV

Geometry (Å):
C -2.346 1.201 1.107
C -0.879 1.447 0.717
C -0.460 0.808 -0.610
C 0.932 0.217 -0.644
C 1.191 -1.077 -0.445
C 0.207 -2.065 -0.009
C 0.471 -3.350 0.185
C 2.045 1.201 -0.934
H -2.944 2.101 0.986
H -2.796 0.363 0.577
H -2.390 0.879 2.152
H -0.618 2.503 0.790
H -0.248 0.992 1.486
H -0.534 1.480 -1.476
H -1.173 0.049 -0.928
H 2.161 -1.476 -0.716
H -0.812 -1.702 0.109
H 1.481 -3.737 0.117
H -0.325 -4.058 0.390
H 1.773 1.915 -1.708
H 2.956 0.646 -1.171
H 2.307 1.664 0.028

Mulliken population analysis, charges in e, atoms 1 to 8:
1. C -1.17
2. C -0.40
3. C -1.00
4. C 0.70
5. C -0.30
6. C 0.01
7. C -0.97
8. C -1.45

Energies in kJ/mol, measured from the most stable structure: P 88.1; Q 0.0.